[1]
Entry from the OMol25 dataset: C13H17BF4N2W as an isolated structure in a non-equilibrium geometry (ωB97M-V/def2-TZVPD).

The geometry in XYZ format:
```
38
C13H17BF4N2W ωB97M-V/def2-TZVPD
W -1.766 0.116 -2.106
F 0.589 -0.845 6.867
F -0.508 0.786 5.607
F 0.767 1.411 7.455
F 1.833 0.610 5.537
N -0.666 -1.393 -1.701
N -0.432 1.359 -1.610
C -2.431 -0.022 -0.212
C 0.684 -3.054 -3.410
C 0.763 3.368 -1.957
C 0.302 0.688 -2.679
C -0.038 2.578 -1.140
C -0.578 -2.719 -1.382
C 0.124 -0.780 2.455
C 1.278 2.838 -3.141
C 0.820 -1.671 -3.599
C 0.164 -0.799 -2.729
C -0.151 0.638 2.610
C 0.060 -3.578 -2.274
C 1.141 1.480 -3.457
B 0.676 0.491 6.373
H 1.413 -1.243 -4.412
H -0.411 0.829 3.663
H 0.728 1.250 2.405
H 0.976 4.393 -1.660
H -0.968 0.968 1.972
H -0.442 2.850 -0.167
H 1.032 -1.070 3.006
H 0.046 -4.655 -2.068
H 1.673 1.008 -4.285
H -1.085 -3.000 -0.463
H 0.243 -1.082 1.407
H -3.343 0.566 -0.471
H -2.746 -1.067 -0.064
H -2.030 0.390 0.708
H 1.855 3.464 -3.813
H -0.690 -1.370 2.884
H 1.120 -3.732 -4.148
```

Summary:
- molecular weight (g mol⁻¹) = 471.9
- <S²> = 2.04
- HOMO (spin up / spin down) (eV) = -15.28 / -15.19
- spin multiplicity = 3
- Kohn-Sham gap (spin up / spin down) (eV) = 6.26 / 3.49
- net charge = +2



[2]
Entry from the OMol25 dataset: C13H17BrN4O3Rh as an isolated structure (ωB97M-V/def2-TZVPD).

The geometry in XYZ format:
```
39
C13H17BrN4O3Rh ωB97M-V/def2-TZVPD
Rh 0.388 0.616 -0.726
Br -1.001 -1.837 -2.734
O 1.694 0.232 1.330
O -2.360 -4.833 1.195
O 1.756 -0.624 -1.809
N -0.558 1.728 0.694
N 2.554 0.622 -3.525
N 3.003 -1.641 -3.369
N -0.552 -1.327 -0.027
C -1.830 2.133 0.613
C -0.680 -1.615 1.276
C -1.059 -2.217 -0.881
C -2.450 2.836 1.629
C -1.663 -3.399 -0.509
C 2.406 -0.540 -2.869
C -0.051 1.829 -1.981
C 1.587 1.570 1.831
C -0.418 2.686 2.868
C -1.731 3.121 2.777
C -1.273 -2.757 1.762
C 0.145 1.998 1.808
C -1.771 -3.681 0.847
H -0.678 2.707 -1.808
H -2.352 1.874 -0.298
H -0.266 -0.888 1.960
H 2.770 -2.521 -2.945
H 2.166 2.255 1.205
H -2.391 -4.931 2.154
H 0.159 1.666 -3.042
H -1.340 -2.923 2.829
H 3.193 0.728 -4.292
H -2.185 3.666 3.593
H 2.545 0.108 0.895
H 3.436 -1.646 -4.275
H 0.174 2.878 3.752
H 1.965 1.617 2.853
H -2.055 -4.085 -1.244
H -3.479 3.145 1.514
H 2.202 1.449 -3.051
```

Summary:
- molecular weight (g mol⁻¹) = 460.1
- HOMO (spin up / spin down) (eV) = -10.70 / -10.70
- Kohn-Sham gap (spin up / spin down) (eV) = 8.27 / 8.27
- net charge = +1



[3]
Entry from the OMol25 dataset: a 3-piece molecular cluster, C13H17Cl4F12NO5PS overall (ωB97M-V/def2-TZVPD).

The geometry in XYZ format:
```
54
C13H17Cl4F12NO5PS ωB97M-V/def2-TZVPD
Cl -7.873 1.060 -0.373
Cl -6.631 2.660 -3.110
Cl 0.416 -0.226 4.051
Cl 0.912 2.802 2.700
S -0.080 -2.386 -0.794
P 4.229 1.493 -0.165
F -0.400 0.613 -1.857
F -2.078 1.909 -1.406
F 2.512 -3.707 -0.839
F 4.551 -3.703 -1.528
F -2.581 -2.365 -0.322
F -1.398 -0.283 1.062
F -0.450 1.726 -0.011
F -3.221 0.149 -0.079
F 4.300 -1.679 -0.009
F 2.989 -3.097 -2.875
F -2.087 -1.353 -2.168
F 4.300 -0.978 -2.077
O 0.287 -2.674 -2.126
O 5.371 0.848 0.465
O -0.205 -3.328 0.252
O 4.381 1.846 -1.701
O 3.777 2.902 0.440
N 1.136 -1.199 -0.141
C 3.402 -3.074 -1.625
C -1.782 -1.486 -0.893
C -0.608 2.221 3.437
C -7.285 0.305 -1.875
C -6.137 1.070 -2.483
C 1.752 -1.424 1.241
C 2.339 -0.662 -0.953
C -1.218 1.082 -0.890
C -1.926 -0.128 -0.168
C 2.483 -0.075 1.424
C 2.666 0.521 -0.018
C 3.576 -1.611 -1.136
C -0.364 1.290 4.595
H 1.911 0.582 2.085
H 0.952 -1.619 1.957
H 3.456 -0.262 1.887
H -1.311 1.024 5.060
H 3.616 2.879 1.396
H -1.175 1.726 2.653
H -6.957 -0.702 -1.619
H 1.888 1.289 -0.128
H 1.988 -0.420 -1.957
H -8.122 0.237 -2.565
H 3.612 2.261 -2.118
H -5.732 0.507 -3.324
H 2.422 -2.279 1.209
H -5.347 1.237 -1.755
H 0.613 -0.338 0.056
H 0.291 1.729 5.343
H -1.163 3.093 3.777
```

Summary:
- molecular weight (g mol⁻¹) = 700.1
- HOMO (eV) = -12.68
- Kohn-Sham gap (eV) = 9.12
- net charge = +1



[4]
Entry from the OMol25 dataset: C13H17ClOPb as an isolated structure in a non-equilibrium geometry (ωB97M-V/def2-TZVPD).

The geometry in XYZ format:
```
33
C13H17ClOPb ωB97M-V/def2-TZVPD
Pb 0.079 -0.235 -2.084
Cl -2.024 -0.017 -0.689
O 0.597 -2.217 -1.281
C -1.141 0.464 -4.922
C 1.626 1.725 -0.285
C 2.386 -3.714 -0.954
C -0.739 -0.912 -4.804
C 1.163 0.377 -5.097
C 1.660 -2.499 -0.405
C 0.390 2.278 0.179
C 0.036 1.252 -5.095
C 1.173 0.827 1.794
C 1.161 -2.767 1.004
C 0.123 1.740 1.471
C 2.091 0.811 0.710
C 0.693 -0.958 -4.934
H 1.935 -3.239 1.616
H 0.847 -1.819 1.454
H 1.649 -4.508 -1.103
H 2.201 0.680 -5.261
H 3.168 -4.087 -0.283
H -0.216 3.009 -0.346
H 0.061 2.327 -5.270
H -0.747 1.965 2.072
H 2.355 -1.632 -0.323
H -1.408 -1.764 -4.697
H 3.034 0.260 0.665
H 1.282 0.298 2.740
H -2.164 0.831 -4.913
H 0.271 -3.401 0.968
H 2.809 -3.530 -1.947
H 1.309 -1.861 -4.900
H 2.122 1.973 -1.229
```

Summary:
- molecular weight (g mol⁻¹) = 431.9
- HOMO (spin up / spin down) (eV) = -7.83 / -7.60
- Kohn-Sham gap (spin up / spin down) (eV) = 3.68 / 3.53
- net charge = 0



Question: What is the net charge in the second record?
Answer: +1



Question: Which value of molecular weight does entry 1 give?
Answer: 471.9 g mol⁻¹



Question: Which value of net charge does entry 4 give?
Answer: 0